{"formula": "C9H6BeN2O4", "method": "ωB97M-V with the def2-TZVPD basis set", "symbols": ["Be", "O", "C", "C", "O", "C", "O", "C", "O", "N", "C", "C", "C", "N", "C", "C", "H", "H", "H", "H", "H", "H"], "coordinates": [[0.2307, -0.5687, 0.0931], [-0.6281, 4.3224, 0.8319], [-0.6955, 4.3601, -0.3156], [1.9739, -1.2575, 0.0590], [3.0719, -1.6368, 0.0935], [-1.1546, -1.6959, 0.3477], [-2.1291, -2.3213, 0.5563], [0.0356, -0.0166, -1.5963], [-0.0552, 0.0263, -2.7378], [0.3489, 1.4287, 5.6759], [0.3197, 1.0743, 4.3654], [1.5006, 1.0493, 3.6010], [1.4288, 0.6018, 2.2946], [0.2621, 0.1704, 1.7507], [-0.9117, 0.3354, 2.4143], [-0.9003, 0.7968, 3.7173], [1.2178, 1.6120, 6.1575], [-0.4976, 1.4366, 6.2396], [2.4675, 1.3032, 4.0378], [2.3420, 0.4755, 1.7061], [-1.8230, -0.0212, 1.9219], [-1.8419, 0.8754, 4.2452]], "relative_energy_kj_mol": 0.0, "energy_ha": -771.1958, "total_charge": 2, "e_homo_ev": -16.103}

{"formula": "C9H6BrN2O5", "method": "ωB97M-V with the def2-TZVPD basis set", "symbols": ["O", "C", "N", "C", "C", "N", "C", "C", "O", "O", "C", "Br", "C", "C", "C", "O", "O", "H", "H", "H", "H", "H", "H"], "coordinates": [[2.4274, -2.8304, 0.7141], [1.3224, -2.7672, 1.0507], [0.1418, -2.5675, 1.4955], [-0.2496, -1.2899, 0.8671], [-0.2283, -1.1195, -0.6101], [-0.5874, 0.1209, -1.1376], [-0.5211, 0.3047, -2.6362], [0.8498, 1.1052, -2.9028], [0.9317, 2.0755, -3.5974], [1.9794, 0.6045, -2.2209], [-0.9662, 1.2353, -0.3878], [-1.4336, 2.9730, -1.1791], [-1.0234, 1.1571, 1.1012], [-0.6377, -0.1423, 1.7490], [-0.6785, -0.1923, 3.3266], [-1.5931, -0.7296, 3.8890], [0.3618, 0.4044, 4.0219], [0.0991, -1.9961, -1.2307], [-1.4024, 0.8694, -3.0409], [-0.4446, -0.7335, -3.0916], [1.8746, 0.8156, -1.2711], [-1.3197, 2.0753, 1.6805], [1.0976, 0.6272, 3.4108]], "energy_ha": -3405.9503, "total_charge": 1, "smiles": "O=C=Nc1c[n+](CC(=O)O)c(Br)cc1C(=O)O", "e_homo_ev": -14.240}

What is the formula in the first record?
C9H6BeN2O4

Please write out number 2 again, unchanged.
{"formula": "C9H6BrN2O5", "method": "ωB97M-V with the def2-TZVPD basis set", "symbols": ["O", "C", "N", "C", "C", "N", "C", "C", "O", "O", "C", "Br", "C", "C", "C", "O", "O", "H", "H", "H", "H", "H", "H"], "coordinates": [[2.4274, -2.8304, 0.7141], [1.3224, -2.7672, 1.0507], [0.1418, -2.5675, 1.4955], [-0.2496, -1.2899, 0.8671], [-0.2283, -1.1195, -0.6101], [-0.5874, 0.1209, -1.1376], [-0.5211, 0.3047, -2.6362], [0.8498, 1.1052, -2.9028], [0.9317, 2.0755, -3.5974], [1.9794, 0.6045, -2.2209], [-0.9662, 1.2353, -0.3878], [-1.4336, 2.9730, -1.1791], [-1.0234, 1.1571, 1.1012], [-0.6377, -0.1423, 1.7490], [-0.6785, -0.1923, 3.3266], [-1.5931, -0.7296, 3.8890], [0.3618, 0.4044, 4.0219], [0.0991, -1.9961, -1.2307], [-1.4024, 0.8694, -3.0409], [-0.4446, -0.7335, -3.0916], [1.8746, 0.8156, -1.2711], [-1.3197, 2.0753, 1.6805], [1.0976, 0.6272, 3.4108]], "energy_ha": -3405.9503, "total_charge": 1, "smiles": "O=C=Nc1c[n+](CC(=O)O)c(Br)cc1C(=O)O", "e_homo_ev": -14.240}